DFT (the ωB97M-V functional and the def2-TZVPD basis) results for a structure of composition C22H25Br4NO4Pd in a non-equilibrium geometry.

```
! RIJCOSX wB97M-V def2-TZVPD def2/J DEFGRID3
* xyz -2 5
Pd -0.574 0.581 1.048
N 0.943 -0.214 3.079
C 0.272 0.466 4.174
C 0.035 1.974 3.813
O -0.076 2.755 4.761
O 0.011 2.262 2.593
H 1.036 -1.212 3.250
H 1.860 0.198 2.920
H 0.840 0.432 5.118
H -0.709 0.009 4.335
Br -3.913 -5.731 -0.458
C -3.197 -4.201 0.414
C -3.027 -4.200 1.784
Br -3.459 -5.739 2.811
C -2.523 -3.053 2.399
Br -2.274 -2.991 4.287
C -2.208 -1.882 1.708
O -1.865 -0.806 2.294
C -2.272 -1.925 0.247
O -1.829 -0.954 -0.437
C -2.818 -3.081 -0.322
Br -2.990 -3.068 -2.220
C -2.241 1.854 -2.113
C -2.970 2.275 -0.835
C -3.512 3.703 -1.027
C -2.103 2.222 0.409
H -2.914 1.883 -2.974
H -1.879 0.837 -1.993
H -1.400 2.515 -2.318
H -3.816 1.588 -0.702
H -2.676 4.394 -1.139
H -4.107 4.012 -0.170
H -4.131 3.766 -1.923
H -2.719 2.101 1.309
H -1.470 3.113 0.502
C 0.830 -0.445 -2.366
C 1.704 0.197 -1.256
C 1.514 1.718 -1.341
C 1.214 -0.261 0.085
C 3.148 -0.232 -1.437
C 3.469 -1.594 -1.448
C 4.759 -2.037 -1.649
C 5.794 -1.128 -1.831
C 5.504 0.225 -1.788
C 4.207 0.668 -1.593
H -0.203 -0.434 -2.029
H 1.108 -1.479 -2.546
H 0.905 0.108 -3.301
H 0.465 1.931 -1.123
H 1.766 2.107 -2.329
H 2.109 2.221 -0.581
H 1.600 -1.234 0.414
H 2.687 -2.324 -1.299
H 4.964 -3.099 -1.683
H 6.804 -1.472 -2.009
H 6.297 0.950 -1.937
H 4.028 1.732 -1.581
*
```

Molar mass = 793.48 g mol⁻¹
LUMO energy (alpha / beta) = 4.248 / 4.246 eV
⟨S²⟩ = 6.017
Kohn-Sham gap (alpha / beta) = 5.50 / 5.47 eV
ΔE to the lowest compared entry with this formula, charge and spin = 4.7 kJ/mol

Atomic partial charges in e from the natural (NBO) method, atoms 1 to 5: atom 1 (Pd): 1.19, atom 2 (N): -0.84, atom 3 (C): -0.35, atom 4 (C): 0.77, atom 5 (O): -0.75

DFT (the ωB97M-V functional and the def2-TZVPD basis) results for the molecule C22H25Cl2N3O2.

```
! RIJCOSX wB97M-V def2-TZVPD def2/J DEFGRID3
* xyz 0 1
O -2.386 -2.015 -1.883
C -2.778 -1.168 -1.111
N -2.480 0.142 -1.226
H -2.770 0.773 -0.495
C -1.512 0.633 -2.175
H -1.925 1.491 -2.714
H -1.334 -0.174 -2.887
C -0.214 1.058 -1.477
N 0.247 0.053 -0.536
C 1.262 0.581 0.358
H 0.869 1.474 0.850
C 1.604 -0.468 1.419
N 2.076 -1.671 0.783
C 3.337 -2.156 0.762
O 3.639 -3.136 0.108
C 4.380 -1.414 1.597
C 4.678 -0.069 0.994
C 4.899 0.035 -0.376
C 5.146 1.260 -0.966
C 5.178 2.399 -0.176
C 4.977 2.317 1.191
C 4.728 1.083 1.767
H 4.576 1.023 2.836
H 5.014 3.208 1.798
Cl 5.472 3.940 -0.907
H 5.312 1.335 -2.029
H 4.874 -0.858 -0.984
H 5.281 -2.032 1.573
H 4.058 -1.321 2.635
C 1.089 -2.203 -0.135
C 0.738 -1.154 -1.187
H -0.044 -1.560 -1.827
H 1.631 -0.938 -1.800
H 1.506 -3.092 -0.609
H 0.189 -2.475 0.423
H 2.340 -0.065 2.109
H 0.691 -0.715 1.974
H 2.183 0.861 -0.184
H -0.407 1.972 -0.907
H 0.545 1.292 -2.245
C -3.675 -1.495 0.086
C -4.770 -0.489 0.265
C -4.697 0.490 1.250
C -5.696 1.437 1.389
C -6.781 1.410 0.529
C -6.874 0.445 -0.462
C -5.870 -0.496 -0.588
H -5.937 -1.249 -1.358
H -7.724 0.432 -1.124
Cl -8.033 2.592 0.695
H -5.636 2.190 2.160
H -3.856 0.508 1.929
H -4.085 -2.492 -0.082
H -3.035 -1.530 0.970
*
```

Molar mass = 434.37 g mol⁻¹
LUMO energy = 0.452 eV
SMILES = O=C(Cc1ccc(Cl)cc1)NCCN1CCN(C(=O)Cc2ccc(Cl)cc2)CC1
Kohn-Sham gap = 9.30 eV
ΔE to the lowest compared entry with this formula, charge and spin = 0.0 kJ/mol

Atomic partial charges in e from the natural (NBO) method, atoms 1 to 5: atom 1 (O): -0.63, atom 2 (C): 0.70, atom 3 (N): -0.61, atom 4 (H): 0.40, atom 5 (C): -0.24

DFT (the ωB97M-V functional and the def2-TZVPD basis) results for a structure of composition C22H25F3N2O4S3 in a non-equilibrium geometry.

```
! RIJCOSX wB97M-V def2-TZVPD def2/J DEFGRID3
* xyz 0 1
C -1.097 -2.888 -1.682
C -1.070 -1.446 -2.278
C 0.291 -0.926 -1.952
C 1.139 -1.995 -1.649
N 2.465 -2.014 -1.666
C 3.229 -3.235 -1.460
C 4.699 -2.833 -1.627
C 4.721 -1.364 -2.064
C 3.284 -0.838 -1.946
C 0.374 -3.281 -1.430
H -1.648 -2.895 -0.735
H -1.572 -3.585 -2.382
H -1.158 -1.532 -3.374
H -1.897 -0.823 -1.933
H 0.646 0.006 -2.393
H 3.023 -3.670 -0.467
H 2.947 -3.993 -2.208
H 5.211 -2.969 -0.673
H 5.173 -3.475 -2.373
H 5.388 -0.765 -1.443
H 5.045 -1.274 -3.104
H 2.959 -0.340 -2.871
H 3.190 -0.106 -1.130
H 0.510 -3.672 -0.409
H 0.690 -4.074 -2.130
F -1.085 5.004 1.150
C -1.377 3.790 1.700
F -1.692 3.973 2.999
F -2.463 3.269 1.069
S 0.125 2.781 1.385
N -0.334 1.159 1.833
S -0.448 0.611 3.542
C -2.227 0.581 3.712
C -2.830 1.301 4.748
C -4.223 1.323 4.831
C -4.995 0.635 3.888
C -4.373 -0.108 2.880
C -2.981 -0.170 2.816
O 0.080 -0.725 3.533
O 0.113 1.654 4.354
S 0.198 0.133 0.601
C 0.163 1.339 -0.676
C -1.067 1.725 -1.249
C -1.058 2.661 -2.270
C 0.149 3.206 -2.715
C 1.365 2.855 -2.125
C 1.387 1.953 -1.076
O 1.580 -0.228 0.801
O -0.847 -0.857 0.516
H -2.210 1.840 5.461
H -4.706 1.877 5.637
H -6.086 0.666 3.945
H -4.962 -0.655 2.142
H -2.487 -0.783 2.065
H -1.987 1.273 -0.876
H -2.008 2.958 -2.720
H 0.136 3.928 -3.533
H 2.306 3.301 -2.459
H 2.299 1.715 -0.525
*
```

Molar mass = 534.65 g mol⁻¹
LUMO energy = -0.022 eV
Kohn-Sham gap = 6.74 eV
ΔE to the lowest compared entry with this formula, charge and spin = 31.3 kJ/mol

Atomic partial charges in e from the natural (NBO) method, atoms 1 to 5: atom 1 (C): -0.39, atom 2 (C): -0.40, atom 3 (C): -0.41, atom 4 (C): 0.30, atom 5 (N): -0.40

DFT (the ωB97M-V functional and the def2-TZVPD basis) results for a cluster of 7 separate species, C22H25F6NO21Si in total in a non-equilibrium geometry.

```
! RIJCOSX wB97M-V def2-TZVPD def2/J DEFGRID3
* xyz 0 1
N -2.238 3.276 -1.875
C -1.508 2.189 -2.021
O -0.943 0.799 -1.994
Si -2.212 -0.280 -1.337
C -1.623 -1.274 0.223
C -2.337 -0.573 1.556
C -1.590 0.853 1.908
O -2.142 2.004 1.512
O -0.288 0.916 2.612
H -2.821 -1.116 -2.363
H -3.272 0.646 -0.864
H -0.460 -1.367 0.314
H -2.109 -2.344 0.139
H -2.359 -1.320 2.481
H -3.444 -0.309 1.198
H -0.257 1.817 3.048
C 2.095 0.331 6.849
C 1.747 1.625 6.196
O 0.534 1.344 5.535
C -0.058 0.367 6.279
O -1.233 0.055 6.187
O 0.826 -0.214 7.146
F 2.670 1.961 5.268
H 2.635 -0.349 6.182
H 2.685 0.470 7.760
H 1.601 2.455 6.895
C -6.684 -1.443 0.500
C -7.091 -2.750 1.089
O -5.914 -3.523 1.021
C -4.894 -2.623 1.103
O -3.737 -2.920 1.353
O -5.326 -1.344 0.880
F -8.037 -3.347 0.330
H -6.757 -1.429 -0.592
H -7.265 -0.608 0.901
H -7.430 -2.688 2.128
C 2.590 1.128 0.050
C 2.184 -0.179 0.639
O 3.361 -0.952 0.571
C 4.381 -0.052 0.654
O 5.537 -0.349 0.903
O 3.948 1.227 0.431
F 1.238 -0.776 -0.120
H 2.517 1.142 -1.042
H 2.010 1.964 0.451
H 1.844 -0.117 1.678
C 5.464 2.218 -3.974
C 4.433 1.491 -4.768
O 3.408 1.246 -3.833
C 3.493 2.270 -2.937
O 2.613 2.559 -2.144
O 4.682 2.939 -3.043
F 4.908 0.302 -5.201
H 6.138 1.543 -3.436
H 6.063 2.894 -4.589
H 4.032 2.062 -5.613
C -8.844 -0.959 -4.232
C -8.184 -1.597 -3.057
O -9.110 -1.404 -2.013
C -10.329 -1.369 -2.622
O -11.391 -1.491 -2.035
O -10.215 -1.187 -3.973
F -7.040 -0.950 -2.737
H -8.660 0.119 -4.288
H -8.543 -1.417 -5.178
H -7.985 -2.667 -3.180
C 9.299 0.036 0.069
C 9.749 -0.765 -1.105
O 9.354 0.018 -2.209
C 9.385 1.304 -1.760
O 9.375 2.283 -2.488
O 9.438 1.364 -0.395
F 9.092 -1.945 -1.163
H 8.252 -0.148 0.332
H 9.918 -0.137 0.953
H 10.829 -0.937 -1.143
*
```

Molar mass = 781.50 g mol⁻¹
LUMO energy = 0.338 eV
SMILES = N#CO[SiH2]CCC(=O)O.O=C1OC[C@@H](F)O1.O=C1OC[C@@H](F)O1.O=C1OC[C@@H](F)O1.O=C1OC[C@@H](F)O1.O=C1OC[C@@H](F)O1.O=C1OC[C@@H](F)O1
Kohn-Sham gap = 10.43 eV

Atomic partial charges in e from the Mulliken method, atoms 1 to 5: atom 1 (N): -0.45, atom 2 (C): 0.44, atom 3 (O): -0.17, atom 4 (Si): 0.33, atom 5 (C): -0.38